Entry 1:
This record from the OMol25 dataset describes 2 unconnected molecules or ions with the total composition C5H5FN2. The level of theory is ωB97M-V with the def2-TZVPD basis set.

Element x y z (Å)
C -0.580 0.710 -0.505
C -2.114 0.014 0.855
C -0.075 -0.263 0.385
C 2.445 -1.063 -0.015
C 1.223 -0.690 0.231
N -1.088 -0.652 1.229
N -1.854 0.871 -0.172
F 1.975 1.884 0.611
H -0.165 1.357 -1.281
H -2.957 -0.224 1.435
H 3.429 -0.783 0.314
H 2.797 -1.818 -0.602
H -2.502 1.248 -0.846

Results
**HOMO (alpha / beta)**: -7.94 / -7.95 eV

***

Entry 2:
This record from the OMol25 dataset describes C5H5FN2O in the gas phase. The level of theory is ωB97M-V with the def2-TZVPD basis set.

Element x y z (Å)
C 1.757 -1.672 0.033
C 2.835 -0.836 0.145
C 0.493 0.234 -0.164
C -0.109 1.530 0.024
C -1.624 1.528 -0.202
N 0.570 -0.984 -0.024
N 2.540 0.467 0.070
O 0.564 2.473 0.358
F 3.508 1.422 -0.145
H 1.727 -2.689 0.495
H 3.893 -1.157 0.274
H -1.916 2.445 0.121
H -1.946 0.706 0.330
H -1.650 1.349 -1.270

Results
**HOMO (alpha / beta)**: -8.50 / -8.50 eV

***

Values of relative energy (zero: lowest compared OMol25 entry of this formula, charge and spin), in order: 110.4, 128.2, all in kcal/mol.
Values of largest force on an atom, in order: 3.60, 4.21, all in eV/A.